# 1
Formula: C34H34FN7O3SSbSe5Tc
Source: the OMol25 dataset
Level of theory: ωB97M-V with the def2-TZVPD basis set

XYZ file:
```
87
Properties=species:S:1:pos:R:3:forces:R:3
Tc -2.4165 -2.0376 0.8444 0.361 0.463 -0.350
C 0.5436 1.2981 -5.6928 -0.037 0.036 0.084
C 1.2462 0.1982 -4.9124 -0.168 0.222 -0.149
N 0.6804 0.0260 -3.5487 0.056 0.024 -0.135
C -0.3305 -0.8176 -3.3924 0.044 -0.049 -0.020
C -0.9025 -1.1193 -2.1742 -0.132 0.066 0.274
C -2.0560 -2.0396 -2.1783 0.518 0.139 -0.041
O -2.3714 -2.6971 -3.1243 -0.287 -0.117 0.075
O -2.7700 -2.0958 -1.0199 -0.077 -0.199 0.113
C -0.3516 -0.5815 -0.9890 0.029 -0.096 0.070
O -0.6854 -0.9370 0.1917 -0.082 -0.003 0.059
C 0.6637 0.4326 -1.1740 0.011 0.026 0.031
C 1.1662 1.1522 -0.0792 -0.096 -0.108 0.040
C 2.0919 2.1329 -0.2510 0.025 -0.036 0.033
F 2.5431 2.7614 0.8440 0.031 0.033 -0.013
C 2.6082 2.4820 -1.5258 -0.005 0.112 -0.022
C 2.1011 1.7642 -2.6034 0.096 -0.020 -0.222
C 1.1564 0.7445 -2.4524 -0.007 -0.070 0.138
N 3.5367 3.4995 -1.7175 0.031 0.087 0.047
C 4.5593 3.4238 -2.7561 -0.037 0.121 0.220
C 4.5907 4.7266 -3.5550 0.038 -0.343 -0.110
N 4.3595 5.8966 -2.6219 0.124 -0.177 0.076
C 4.7848 5.5681 -1.2214 -0.075 -0.170 0.228
C 3.8859 4.4646 -0.6582 -0.095 -0.128 -0.146
H 0.9895 1.3861 -6.6831 -0.014 -0.018 0.015
H 0.6185 2.2669 -5.1952 0.001 -0.034 -0.007
H -0.5143 1.0625 -5.8195 0.035 0.029 -0.023
H 2.3127 0.3858 -4.8233 0.028 -0.097 0.093
H 1.1316 -0.7527 -5.4260 0.028 -0.078 0.067
H -0.7128 -1.3065 -4.2809 0.056 0.004 -0.023
H 0.8248 0.9085 0.9191 0.049 0.046 -0.022
H 2.4257 2.0285 -3.5987 -0.019 0.002 0.035
H 4.3879 2.5957 -3.4343 -0.019 -0.024 -0.018
H 5.5330 3.2498 -2.2900 0.028 -0.079 -0.042
H 3.8175 4.7496 -4.3186 -0.054 0.115 0.025
H 5.5590 4.8384 -4.0379 0.020 0.192 0.032
H 3.3674 6.1294 -2.6077 -0.064 0.074 -0.075
H 4.8576 6.7192 -2.9629 -0.007 0.082 -0.027
H 4.7049 6.4538 -0.5967 -0.002 0.106 -0.091
H 5.8301 5.2734 -1.2520 0.041 0.022 -0.123
H 2.9667 4.9005 -0.2706 -0.003 0.033 0.041
H 4.4164 4.0068 0.1762 0.046 -0.006 0.032
Se -4.2481 -4.9868 2.9079 0.268 0.791 0.039
Sb -6.1562 -6.3379 2.4670 -0.520 -0.082 -0.903
Se -4.8611 -4.3452 -0.4831 0.413 0.092 -0.798
Se -4.6020 -2.9538 1.3017 -0.143 -0.680 0.959
Se -6.8148 -5.3327 0.1421 -0.382 -0.454 0.900
S 2.0477 -6.5740 2.6344 -0.065 0.016 0.093
C 0.7879 -5.3802 2.2505 0.008 -0.075 -0.042
C 0.1221 -4.6666 3.2463 -0.008 -0.011 -0.052
C -0.8373 -3.7428 2.8972 -0.035 0.085 0.014
N -1.1484 -3.4790 1.6133 -0.098 -0.227 -0.294
C -0.5546 -4.2152 0.6490 0.083 0.024 0.027
C 0.3997 -5.1681 0.9276 -0.018 -0.020 0.152
C 3.3955 -5.4175 2.8979 -0.060 -0.147 -0.191
C 4.2720 -5.2039 1.8452 0.162 0.117 0.004
C 5.3490 -4.3499 2.0634 -0.246 -0.043 0.302
N 5.5548 -3.7418 3.2292 0.158 0.119 0.004
C 4.7166 -3.9695 4.2381 -0.026 -0.108 -0.357
C 3.6104 -4.8054 4.1198 0.029 0.056 0.182
H 0.3362 -4.8378 4.2930 0.036 0.010 -0.043
H -1.3795 -3.1986 3.6584 0.040 0.078 -0.035
H -0.8504 -4.0276 -0.3773 -0.007 0.081 0.044
H 0.8508 -5.7379 0.1259 -0.011 0.049 0.004
H 4.1389 -5.6999 0.8925 0.005 -0.005 0.042
H 6.0705 -4.1586 1.2773 -0.004 0.008 0.032
H 4.9429 -3.4779 5.1772 -0.016 -0.003 -0.019
H 2.9640 -4.9840 4.9706 0.045 -0.045 -0.050
C -3.3309 1.6256 0.5014 -0.034 0.082 -0.017
N -4.1022 1.3757 1.7156 -0.032 -0.002 -0.098
C -3.8626 0.4559 2.6564 -0.080 -0.028 0.108
Se -2.2917 -0.6217 2.7792 0.084 0.320 -0.411
N -4.8064 0.5547 3.5959 -0.192 -0.051 0.055
C -5.7001 1.5749 3.2721 0.042 -0.039 0.006
C -6.8195 2.0791 3.9246 -0.034 -0.068 0.109
C -7.4381 3.1577 3.3310 -0.012 0.040 -0.016
C -6.9784 3.6987 2.1165 0.015 -0.015 0.005
C -5.8873 3.1746 1.4566 0.055 0.024 -0.132
C -5.2493 2.1004 2.0695 0.084 -0.028 -0.006
H -2.3457 1.1756 0.5873 0.010 -0.022 0.061
H -3.2192 2.7003 0.3718 -0.007 -0.006 0.051
H -3.8505 1.2206 -0.3676 -0.030 -0.024 0.036
H -4.8517 -0.0199 4.4233 0.081 0.024 0.040
H -7.1885 1.6534 4.8487 0.057 0.056 0.010
H -8.2943 3.6079 3.8157 -0.003 -0.040 -0.039
H -7.4924 4.5502 1.6912 -0.014 -0.034 0.010
H -5.5475 3.5874 0.5154 -0.014 -0.003 0.044
```
Positions in Å, forces in eV/Å.

Output
- net charge = +4
- electronic energy (a.u.) = -14750.093995
- molecular weight (u) = 1254.317
- 2S+1 = 1

=====

# 2
Formula: C34H34N3OS
Source: the OMol25 dataset
Level of theory: ωB97M-V with the def2-TZVPD basis set

XYZ file:
```
73
Properties=species:S:1:pos:R:3:forces:R:3
C 1.3207 -1.9846 0.7082 -0.729 -0.072 0.016
O 0.4314 -1.2790 -0.1924 1.797 0.256 -0.091
C -0.8965 -1.4585 0.0564 -1.583 -2.326 -1.249
C -1.4867 -0.7772 1.2093 0.001 0.223 0.876
C -1.7282 -1.5316 2.3768 -0.135 0.517 -0.346
C -2.3652 -0.9424 3.4670 -0.035 0.006 0.030
C -2.7126 0.4112 3.4259 0.201 -0.104 -0.044
C -2.3825 1.1825 2.3066 0.013 0.161 -0.088
C -1.7789 0.5997 1.1954 0.023 -0.757 0.228
C -1.4691 -2.5312 -0.6342 0.885 1.428 1.411
N -2.7344 -3.0439 -0.4870 -0.487 0.097 0.046
C -3.7856 -2.3697 0.2674 -0.186 -0.312 -0.049
C -2.9660 -4.2289 -1.1948 -0.200 -0.003 -0.385
C -1.8606 -4.5966 -1.9678 -0.558 -0.780 -0.342
C -1.9288 -5.6921 -2.8322 -0.270 0.369 0.340
C -3.1310 -6.4005 -2.9430 0.068 0.185 0.155
C -4.2349 -6.0438 -2.1561 0.405 0.198 0.062
C -4.1570 -4.9715 -1.2579 0.408 0.089 -0.114
S -0.5141 -3.5068 -1.7476 -0.023 0.223 0.075
H 2.3344 -1.7211 0.4026 -0.075 -0.205 0.200
H 1.1274 -1.6681 1.7455 0.173 -0.093 -0.300
H 1.1449 -3.0658 0.5998 0.173 0.296 0.110
H -1.4524 -2.5907 2.3730 -0.135 0.365 0.100
H -2.6001 -1.5536 4.3419 0.070 0.291 -0.224
H -3.2234 0.8687 4.2747 0.173 -0.119 -0.259
H -2.6058 2.2508 2.2850 -0.058 -0.303 0.091
H -1.5543 1.1522 0.2807 -0.154 0.009 0.287
H -4.7453 -2.6894 -0.1440 0.103 0.138 0.033
H -3.7512 -2.6487 1.3294 -0.076 0.164 -0.277
H -3.7064 -1.2800 0.1733 0.051 -0.370 -0.015
H -1.0486 -5.9486 -3.4075 -0.122 -0.136 -0.115
H -3.2089 -7.2280 -3.6488 0.047 0.217 0.257
H -5.1626 -6.6065 -2.2500 0.227 0.150 0.097
H -4.9966 -4.7092 -0.6188 0.103 -0.110 -0.223
C 4.1244 2.7847 5.1627 -0.001 -0.143 -0.242
N 4.0224 3.4102 3.8592 0.600 0.152 0.027
C 4.1506 4.8527 3.8964 -0.173 -0.037 -0.131
C 3.4653 2.7282 2.7634 -0.501 -0.201 -0.368
C 2.0724 2.7637 2.5234 0.480 -0.038 -0.220
C 1.5197 2.0693 1.4529 -0.083 0.042 -0.394
C 2.3263 1.3091 0.5736 0.584 0.022 1.360
C 1.8307 0.6244 -0.5979 0.372 1.372 -0.736
C 1.0056 1.2387 -1.5181 -0.342 -0.160 -0.180
C 0.6506 0.7188 -2.8383 -0.147 0.655 -0.335
C 1.0327 -0.4102 -3.5466 -0.241 -0.185 -0.497
C 0.6504 -0.5233 -4.8968 -0.071 0.121 0.550
C -0.1288 0.4707 -5.5175 0.054 0.381 0.536
C -0.4930 1.6361 -4.8175 -0.024 -0.431 -0.096
C -0.0832 1.7321 -3.4951 0.481 -0.372 -0.009
N -0.1632 2.8373 -2.6301 0.778 -0.297 1.744
C -0.7336 4.1397 -2.9395 -0.168 0.318 0.032
C 0.4715 2.5542 -1.4618 -0.362 -0.009 -1.400
C 3.7224 1.2545 0.8519 -0.362 -0.298 -0.314
C 4.2871 1.9735 1.8901 -0.502 0.467 0.477
H 3.9006 1.7171 5.0691 0.088 0.187 0.175
H 5.1431 2.9135 5.5578 -0.236 -0.120 0.036
H 3.4177 3.2513 5.8686 0.089 -0.208 -0.026
H 3.9742 5.2764 2.9033 0.051 -0.021 0.186
H 3.4453 5.2977 4.6145 -0.026 0.050 -0.149
H 5.1602 5.1338 4.2287 -0.143 -0.028 -0.136
H 1.4417 3.3649 3.1826 0.165 -0.294 -0.164
H 0.4392 2.1004 1.2901 0.334 -0.109 0.136
H 2.3947 -0.2326 -0.9489 -0.132 0.034 0.060
H 1.6225 -1.1731 -3.0421 -0.121 0.010 -0.293
H 0.9542 -1.4006 -5.4705 -0.118 0.277 0.202
H -0.4341 0.3427 -6.5544 0.081 0.075 0.255
H -1.0804 2.4422 -5.2563 0.198 -0.360 -0.168
H -1.2134 4.0897 -3.9200 0.018 0.089 0.329
H -1.4637 4.4096 -2.1642 0.105 -0.099 -0.375
H 0.0431 4.9162 -2.9638 -0.129 -0.321 -0.057
H 0.6145 3.3138 -0.6985 -0.166 -0.174 -0.208
H 4.3744 0.6661 0.2012 -0.218 0.151 0.138
H 5.3651 2.0094 2.0515 -0.313 -0.189 -0.039
```
Positions in Å, forces in eV/Å.

Output
- energy relative to the best compared isomer or geometry (same formula, charge and spin) (kJ/mol) = 61.76
- net charge = +1
- electronic energy (a.u.) = -1953.415247
- molecular weight (u) = 532.733
- 2S+1 = 1

=====

# 3
Formula: C34H34N3P2SV
Source: the OMol25 dataset
Level of theory: ωB97M-V with the def2-TZVPD basis set

XYZ file:
```
75
Properties=species:S:1:pos:R:3:forces:R:3
V -0.0870 -0.4936 0.0634 0.608 -0.155 0.098
C 2.2118 -1.3561 2.4977 -0.195 0.240 -0.065
P 2.4351 -0.3239 1.0110 0.944 -0.529 0.613
C 2.2845 -1.4632 -0.4195 -0.304 0.178 0.445
C 1.4295 -2.5748 -0.3917 0.337 -0.145 0.260
C 1.4215 -3.4489 -1.4738 -0.096 -0.036 -0.142
C 2.2782 -3.2424 -2.5447 -0.215 -0.065 0.007
C 3.1370 -2.1534 -2.5599 0.012 0.181 0.182
C 3.1182 -1.2487 -1.5133 -0.017 0.004 -0.160
C 4.1859 0.1040 1.0602 -0.242 -0.023 -0.118
C 5.1206 -0.9262 1.0888 -0.042 0.050 -0.010
C 6.4632 -0.6200 1.1917 0.045 -0.065 0.004
C 6.8681 0.7071 1.2566 -0.052 0.039 0.010
C 5.9298 1.7278 1.2407 0.115 -0.005 0.036
C 4.5816 1.4294 1.1488 -0.081 -0.094 -0.046
C 0.7730 -1.3918 2.8908 0.354 -0.435 0.755
C 0.2516 -1.6160 4.1472 0.320 0.126 -0.495
C -1.1448 -1.4946 4.0237 -0.179 0.103 -0.334
C -1.3911 -1.1960 2.7026 -0.722 -0.138 0.751
C -2.6774 -0.9603 1.9956 0.112 0.029 0.115
P -2.3046 0.0741 0.5246 -1.400 0.036 0.699
C -4.0147 0.0161 -0.1249 0.257 0.134 -0.165
C -4.4325 -1.0490 -0.9141 0.051 0.089 -0.004
C -5.7784 -1.2196 -1.1907 -0.099 -0.018 -0.006
C -6.7132 -0.3333 -0.6798 0.042 -0.015 0.009
C -6.2984 0.7291 0.1065 -0.030 0.056 0.062
C -4.9558 0.9023 0.3930 0.087 -0.053 -0.176
C -2.1251 1.8155 1.0173 0.144 0.027 -0.130
C -2.1681 2.3218 2.3125 -0.022 -0.206 -0.089
C -2.0179 3.6856 2.5214 0.002 0.013 0.070
C -1.8515 4.5491 1.4508 -0.017 -0.056 0.067
C -1.7966 4.0471 0.1590 0.065 0.076 -0.026
C -1.9058 2.6864 -0.0543 -0.109 -0.106 0.035
N -0.2271 -1.1377 1.9911 0.125 -0.258 -0.415
H 2.8181 -0.8953 3.2884 -0.082 -0.082 -0.175
H 2.6429 -2.3449 2.2819 -0.014 0.164 -0.032
H 0.8646 -2.8317 0.5055 0.068 0.100 -0.086
H 0.7746 -4.3172 -1.4582 0.024 0.016 0.015
H 2.2877 -3.9416 -3.3671 0.012 -0.095 -0.044
H 3.8415 -2.0225 -3.3655 0.015 0.036 -0.165
H 3.7758 -0.3893 -1.5163 0.072 -0.025 -0.050
H 4.7875 -1.9545 1.0235 0.099 -0.074 0.002
H 7.1894 -1.4173 1.2282 0.110 -0.035 -0.028
H 7.9191 0.9420 1.3263 0.089 0.033 0.021
H 6.2426 2.7565 1.3101 0.088 0.137 -0.005
H 3.8293 2.2067 1.1472 0.072 0.087 -0.011
H 0.7977 -1.8330 5.0436 0.196 -0.031 0.183
H -1.8593 -1.6248 4.8123 -0.253 0.026 0.091
H -3.4509 -0.5026 2.6215 0.116 -0.080 -0.036
H -3.0904 -1.9018 1.5973 -0.042 0.275 0.027
H -3.7093 -1.7568 -1.2988 -0.013 -0.056 0.006
H -6.1059 -2.0529 -1.7905 -0.024 -0.130 -0.109
H -7.7634 -0.4822 -0.8771 -0.094 0.009 -0.064
H -7.0210 1.4180 0.5157 -0.101 0.061 0.026
H -4.6310 1.7163 1.0275 -0.075 0.052 -0.011
H -2.3173 1.6599 3.1556 0.041 -0.057 0.026
H -2.0330 4.0792 3.5276 -0.049 -0.007 0.061
H -1.7687 5.6110 1.6268 0.045 0.081 -0.006
H -1.6635 4.7195 -0.6752 0.020 0.042 -0.087
H -1.8462 2.2842 -1.0617 -0.024 0.059 0.010
C -1.6680 -1.0141 -3.1168 -0.311 -0.159 0.209
N -0.5551 -0.1210 -3.0034 0.169 -0.063 -0.348
C -0.1516 0.6505 -4.1746 -0.030 0.083 -0.213
C 1.0368 1.4544 -3.6445 0.144 0.096 -0.238
N 1.0163 1.1061 -2.2297 0.210 0.615 -0.156
C 0.0995 0.1973 -1.8920 0.149 0.180 -0.523
S 1.3144 1.3104 0.9220 -0.140 0.174 -0.175
H -1.6279 -1.5284 -4.0773 0.040 -0.104 0.048
H -2.6169 -0.4681 -3.0640 0.037 -0.118 0.041
H -1.6231 -1.7557 -2.3132 -0.107 0.075 -0.164
H -0.9741 1.2899 -4.5100 0.015 -0.033 0.026
H 0.1047 -0.0230 -4.9948 0.051 0.074 0.002
H 0.9176 2.5306 -3.7968 0.038 -0.146 0.009
H 1.9840 1.1378 -4.0940 -0.112 0.084 -0.013
H 1.6298 1.5623 -1.5702 -0.248 -0.241 0.098
```
Positions in Å, forces in eV/Å.

Output
- net charge = +1
- electronic energy (a.u.) = -3504.991303
- molecular weight (u) = 629.626
- 2S+1 = 2
- ⟨S²⟩ = 0.76